Below is C2H4BFO in the gas phase in a non-equilibrium geometry, with properties calculated with ωB97M-V with the def2-TZVPD basis set.

Summary:
- frontier orbital gap (alpha / beta) (eV) = 8.9 / 8.9
- HOMO (alpha / beta) (eV) = -10.8 / -10.8
- E_LUMO (alpha / beta) (eV) = -1.924 / -1.924
- total charge = 0
- energy relative to the best compared isomer or geometry (same formula, charge and spin) (kcal per mole) = 75.3

Element x y z (Å)
B: 1.077 0.511 -0.116
C: -1.170 -0.705 0.157
C: -0.355 0.499 0.023
O: -2.354 -0.898 -0.139
F: -1.135 1.566 -0.004
H: 1.569 -0.414 0.540
H: 1.654 1.481 -0.212
H: -0.623 -1.643 0.570
H: 1.338 -0.396 -0.819

Computed Mulliken charges, given in elementary charges: atom 1 (B): -0.1326, atom 2 (C): -0.0781, atom 3 (C): 0.4487, atom 4 (O): -0.4256, atom 5 (F): -0.1905, atom 6 (H): 0.1058, atom 7 (H): -0.0931, atom 8 (H): 0.2499, atom 9 (H): 0.1155